--- one ---
H10O5 | ωB97M-V/def2-TZVPD

- HOMO-LUMO gap: 10.428 eV
- 2S+1: 1
- SMILES string: O.O.O.O.O

Each atom is followed by the atoms it is bonded to, with distances in Å.
Cartesian coordinates (Å):
1 O -1.0148 -2.3192 -0.7391  H13 1.055, H14 0.953
2 O 2.3126 -0.6471 -1.6618  H10 0.878, H15 0.977
3 O 0.1826 -0.0189 0.1394  H8 0.974, H9 0.994
4 O -0.8435 2.4283 0.0049  H11 0.937, H12 0.905
5 O -1.3258 -0.1951 2.5991  H6 0.891, H7 1.045
6 H -0.8707 0.1167 1.8989  O5 0.891
7 H -1.2626 -1.2374 2.6254  O5 1.045
8 H 1.0418 -0.2823 -0.2354  O3 0.974
9 H -0.1313 0.8496 -0.2290  O3 0.994
10 H 2.6412 0.1601 -1.7672  O2 0.878
11 H -0.4823 2.4369 0.8699  O4 0.937
12 H -0.8661 3.1899 -0.4825  O4 0.905
13 H -0.5955 -1.3667 -0.5683  O1 1.055
14 H -0.6495 -2.7501 0.0281  O1 0.953
15 H 1.8638 -0.3645 -2.4824  O2 0.977

Atom charges from the Löwdin analysis, given in e for atoms 1 to 4: O -0.128; O 0.014; O -0.093; O 0.025

***

--- two ---
H10O5 | ωB97M-V/def2-TZVPD

- HOMO-LUMO gap: 10.986 eV
- 2S+1: 1
- SMILES string: O.O.O.O.O

Each atom is followed by the atoms it is bonded to, with distances in Å.
Cartesian coordinates (Å):
1 O -2.4205 -0.9864 -1.1565  H10 1.001, H14 0.947
2 O 0.1715 0.5889 2.6426  H11 0.960, H12 0.983
3 O -0.4050 0.1621 0.0544  H6 0.984, H13 0.935
4 O 0.2053 1.2821 -2.4027  H7 0.940, H15 1.002
5 O 2.4203 -0.5127 0.2075  H8 0.946, H9 0.950
6 H -1.2885 -0.1611 -0.2352  O3 0.984
7 H 0.0365 0.4648 -2.8362  O4 0.940
8 H 1.5524 -0.1662 0.3529  O5 0.946
9 H 2.9810 -0.1690 0.8933  O5 0.950
10 H -2.3386 -1.8376 -0.6372  O1 1.001
11 H 0.8073 1.1312 3.1144  O2 0.960
12 H 0.5780 -0.2787 2.4230  O2 0.983
13 H -0.5022 0.5818 0.8845  O3 0.935
14 H -1.7306 -1.0378 -1.8033  O1 0.947
15 H -0.0667 0.9387 -1.5015  O4 1.002

Atom charges from the Löwdin analysis, given in e for atoms 1 to 4: O -0.032; O -0.052; O -0.072; O -0.073

***

Verdict on stability: two comes out on top.

***

--- one ---
H10O5 | ωB97M-V/def2-TZVPD

- HOMO-LUMO gap: 10.427 eV
- 2S+1: 1
- SMILES string: O.O.O.O.O

Each atom is followed by the atoms it is bonded to, with distances in Å.
Cartesian coordinates (Å):
1 O -2.0703 -0.9299 -0.3377  H9 0.968, H15 1.017
2 O 0.7232 2.4788 1.2159  H8 0.893, H13 0.989
3 O 0.0673 -3.9171 2.4228  H11 0.972, H14 1.019
4 O 0.0459 -0.6667 -1.0700  H7 0.980, H10 0.965
5 O 1.2003 2.9616 -2.2047  H6 0.910, H12 0.962
6 H 0.6587 3.5716 -2.6073  O5 0.910
7 H 0.3405 -0.4398 -0.1628  O4 0.980
8 H 0.9576 3.2623 1.5745  O2 0.893
9 H -2.2032 -0.4833 -1.1864  O1 0.968
10 H 0.7183 -1.2938 -1.3637  O4 0.965
11 H -0.0746 -2.9673 2.5748  O3 0.972
12 H 0.6999 2.2162 -1.8597  O5 0.962
13 H 1.1927 2.3577 0.3542  O2 0.989
14 H -0.2241 -4.2649 3.3351  O3 1.019
15 H -2.0323 -1.8853 -0.6849  O1 1.017

Atom charges from the Löwdin analysis, given in e for atoms 1 to 4: O -0.124; O -0.024; O -0.105; O -0.086

***

--- two ---
H10O5 | ωB97M-V/def2-TZVPD

- HOMO-LUMO gap: 11.249 eV
- 2S+1: 1
- SMILES string: O.O.O.O.O

Each atom is followed by the atoms it is bonded to, with distances in Å.
Cartesian coordinates (Å):
1 O -0.0527 -2.5291 2.4276  H11 0.969, H12 0.961
2 O 1.8923 0.1382 0.0833  H6 0.964, H7 0.962
3 O -0.7845 0.1244 1.2381  H10 0.969, H15 0.964
4 O -1.3296 -0.3749 -1.7127  H8 0.965, H14 0.964
5 O -0.2763 2.7341 -1.6975  H9 0.962, H13 0.962
6 H 1.8948 -0.7907 -0.1730  O2 0.964
7 H 2.6479 0.5328 -0.3626  O2 0.962
8 H -1.0800 -1.2063 -1.2912  O4 0.965
9 H -0.7486 1.9158 -1.8781  O5 0.962
10 H 0.1462 0.2322 0.9923  O3 0.969
11 H -0.1346 -1.5716 2.3067  O1 0.969
12 H 0.5583 -2.6429 3.1612  O1 0.961
13 H -0.9515 3.3354 -1.3689  O5 0.962
14 H -0.5151 -0.0710 -2.1301  O4 0.964
15 H -1.2666 0.1737 0.4050  O3 0.964

Atom charges from the Löwdin analysis, given in e for atoms 1 to 4: O -0.073; O -0.043; O -0.061; O -0.047

***

--- three ---
H10O5 | ωB97M-V/def2-TZVPD

- HOMO-LUMO gap: 10.251 eV
- 2S+1: 1
- SMILES string: O.O.O.O.O

Each atom is followed by the atoms it is bonded to, with distances in Å.
Cartesian coordinates (Å):
1 O -1.7351 2.6110 -0.2583  H11 0.921, H12 0.961
2 O 4.0368 -0.9327 -0.2811  H10 0.908, H14 0.967
3 O 1.6010 0.5609 -0.1920  H8 0.987, H9 0.922
4 O -3.7036 -2.0665 -0.4150  H7 1.031, H15 0.930
5 O 0.0614 -0.0474 1.3808  H6 0.919, H13 0.976
6 H 0.0362 -0.4894 0.5749  O5 0.919
7 H -4.0567 -2.9453 -0.0075  O4 1.031
8 H 0.8391 0.7210 -0.7995  O3 0.987
9 H 1.4771 -0.3517 -0.1599  O3 0.922
10 H 4.6100 -1.2070 -0.9295  O2 0.908
11 H -1.5758 2.7962 -1.1465  O1 0.921
12 H -2.5627 2.1270 -0.3275  O1 0.961
13 H -0.1901 0.8817 1.2188  O5 0.976
14 H 3.1233 -1.1651 -0.4963  O2 0.967
15 H -3.7842 -1.3705 0.1973  O4 0.930

Atom charges from the Löwdin analysis, given in e for atoms 1 to 4: O -0.018; O -0.016; O -0.049; O -0.086

***

Verdict on stability: two comes out on top.

***

--- one ---
H10O5 | ωB97M-V/def2-TZVPD

- HOMO-LUMO gap: 10.886 eV
- 2S+1: 1
- SMILES string: O.O.O.O.O

Each atom is followed by the atoms it is bonded to, with distances in Å.
Cartesian coordinates (Å):
1 O 2.6232 2.0014 -0.0697  H11 0.955, H14 0.969
2 O 0.9412 -0.0026 1.6793  H12 0.980, H13 0.980
3 O -2.3308 -2.3486 0.0633  H6 0.960, H8 0.933
4 O -0.2988 1.4444 -1.1977  H7 0.950, H15 0.928
5 O 0.0962 -1.4086 -0.3907  H9 0.934, H10 0.966
6 H -2.1358 -3.2846 0.1463  O3 0.960
7 H -1.1328 1.5484 -0.7547  O4 0.950
8 H -2.2538 -1.9846 0.9193  O3 0.933
9 H -0.0018 -0.6086 -0.8627  O5 0.934
10 H -0.7338 -1.8926 -0.2887  O5 0.966
11 H 2.1792 2.8284 0.1043  O1 0.955
12 H 0.8122 0.9664 1.6123  O2 0.980
13 H 0.6102 -0.4956 0.9003  O2 0.980
14 H 1.9512 1.3374 0.1443  O1 0.969
15 H -0.3258 1.8994 -2.0057  O4 0.928

Atom charges from the Löwdin analysis, given in e for atoms 1 to 4: O -0.057; O -0.093; O -0.007; O -0.003

***

--- two ---
H10O5 | ωB97M-V/def2-TZVPD

- HOMO-LUMO gap: 11.238 eV
- 2S+1: 1
- SMILES string: O.O.O.O.O

Each atom is followed by the atoms it is bonded to, with distances in Å.
Cartesian coordinates (Å):
1 O -1.5532 -2.2915 1.3946  H10 0.909, H11 0.975
2 O 0.2705 -0.0822 -0.0746  H8 0.998, H12 0.970
3 O -3.3092 1.4125 -0.6852  H6 1.022, H7 0.942
4 O 3.0387 2.2573 0.6029  H9 0.990, H13 0.932
5 O 2.0809 -2.6430 -1.0598  H14 0.908, H15 0.975
6 H -3.5028 2.2413 -1.2515  O3 1.022
7 H -4.0590 0.8971 -0.9295  O3 0.942
8 H 0.4830 0.8880 -0.1774  O2 0.998
9 H 2.1137 2.0781 0.2985  O4 0.990
10 H -1.8536 -1.5320 1.7931  O1 0.909
11 H -1.0664 -1.8635 0.6663  O1 0.975
12 H -0.1917 -0.2050 0.7692  O2 0.970
13 H 2.9600 3.1595 0.8244  O4 0.932
14 H 2.6256 -2.3326 -0.4030  O5 0.908
15 H 1.9635 -1.9839 -1.7681  O5 0.975

Atom charges from the Löwdin analysis, given in e for atoms 1 to 4: O -0.015; O -0.063; O -0.085; O -0.043

***

Verdict on stability: one comes out on top.